1.
Below is a structure of composition C43H49N5O2PS8SbTc at a distorted geometry, with properties calculated with ωB97M-V/def2-TZVPD.

**Total charge**: +3
**Frontier orbital gap (alpha / beta)**: 6.7060 / 6.6746 eV
**Lowest unoccupied orbital energy (alpha / beta)**: -7.888 / -7.938 eV
**Strongest force on any atom**: 1.40 eV/Å
**E**: -161618.982 eV
**Highest occupied orbital energy (alpha / beta)**: -0.5363 / -0.5370 hartree

The geometry in XYZ format:
```
110
C43H49N5O2PS8SbTc ωB97M-V/def2-TZVPD
Sb -3.550 1.154 -2.488
Tc -0.266 -0.297 0.108
S -0.236 4.209 0.571
S -3.966 -0.027 0.580
S -1.047 -0.160 2.310
S -2.501 -0.648 -0.793
S -3.156 3.048 -0.643
S 2.043 0.839 -1.746
S -1.715 1.393 -3.771
S -1.596 2.599 0.553
P -3.046 -0.561 2.367
O 0.093 -2.102 -0.666
O 1.825 -0.046 1.170
N 2.510 -4.064 -2.117
N -0.378 6.136 2.459
N 1.216 -3.709 -1.880
N -2.336 5.310 1.924
N 0.424 0.706 -1.407
C -3.971 0.966 5.983
C 2.247 2.458 -2.526
C 2.328 -0.182 -3.221
C 1.202 -2.641 -1.030
C 0.093 -4.343 -2.476
C -3.265 -2.343 2.556
C 1.731 4.090 -4.185
C 2.145 -0.099 3.507
C 3.322 -3.237 -1.440
C 1.517 2.832 -3.642
C -1.216 -6.306 -2.880
C 3.649 -0.524 -3.475
C -1.298 6.857 3.334
C 2.244 -0.920 2.231
C 2.938 -1.604 -5.497
C 2.539 -2.333 -0.751
C 3.203 3.296 -1.968
C -1.890 -4.194 -3.808
C -0.794 -3.580 -3.226
C 3.411 4.544 -2.526
C -4.672 1.496 3.340
C -3.456 0.177 4.970
C 1.037 6.336 2.564
C 2.544 1.299 3.030
C -2.614 -4.565 1.964
C 4.796 -3.323 -1.476
C -5.178 2.279 4.363
C 2.258 1.274 1.519
C -3.674 -5.056 2.713
C 1.307 -0.554 -4.075
C -1.030 5.275 1.709
C -2.399 -3.203 1.886
C -2.682 6.343 2.895
C 3.951 -1.234 -4.625
C -4.537 -4.192 3.371
C -4.829 2.014 5.679
C -2.099 -5.554 -3.638
C 2.673 4.943 -3.630
C 2.899 -5.116 -3.012
C 1.621 -1.274 -5.218
C -0.116 -5.705 -2.291
C -4.344 -2.825 3.288
C -3.817 0.444 3.652
H -3.704 0.765 7.008
H -1.069 6.616 4.376
H 1.121 -0.101 3.878
H 2.834 5.917 -4.063
H 1.603 -1.800 2.218
H 3.787 2.971 -1.121
H 4.435 -0.220 -2.801
H 1.977 2.072 3.542
H 3.799 -4.816 -3.546
H 3.600 1.483 3.212
H 2.806 -0.475 4.281
H 0.792 2.172 -4.094
H -4.954 1.687 2.314
H 4.977 -1.474 -4.859
H -3.826 -6.121 2.783
H -5.359 -4.580 3.951
H 2.110 -5.305 -3.736
H 5.158 -3.200 -2.495
H 5.217 -2.545 -0.847
H 3.286 -1.222 2.059
H -1.563 -2.811 1.312
H 5.142 -4.291 -1.118
H -3.024 4.829 1.364
H -5.012 -2.136 3.784
H -3.253 5.911 3.719
H 1.469 1.968 1.222
H 3.174 -2.139 -6.403
H 3.166 1.500 0.949
H -2.790 -0.647 5.192
H 0.564 -6.289 -1.691
H -3.292 7.122 2.429
H 3.102 -6.042 -2.469
H -0.157 1.089 -2.168
H 1.556 5.716 1.838
H -5.853 3.090 4.129
H -5.230 2.628 6.471
H -1.951 -5.240 1.445
H 0.284 -0.269 -3.882
H -2.951 -6.029 -4.096
H -1.375 -7.363 -2.751
H 4.153 5.202 -2.104
H -0.618 -2.523 -3.352
H 2.887 -1.535 -0.137
H 1.372 6.086 3.574
H -2.568 -3.610 -4.410
H 1.159 4.390 -5.049
H -1.185 7.934 3.201
H 0.831 -1.546 -5.901
H 1.280 7.382 2.371
```

2.
Below is a structure of composition C43H50AsCrN5O6STe, with properties calculated with ωB97M-V/def2-TZVPD.

**Spin multiplicity**: 5
**Expectation value of S²**: 6.338
**Total charge**: -2
**Frontier orbital gap (alpha / beta)**: 4.7058 / 5.3405 eV
**Lowest unoccupied orbital energy (alpha / beta)**: 3.831 / 3.834 eV
**Strongest force on any atom**: 0.45 eV/Å
**E**: -172524.461 eV
**Highest occupied orbital energy (alpha / beta)**: -0.0321 / -0.0553 hartree

The geometry in XYZ format:
```
108
C43H50AsCrN5O6STe ωB97M-V/def2-TZVPD
Te -0.707 -3.620 0.233
As -1.568 -1.241 2.320
Cr 0.030 -1.096 0.246
S -2.167 -0.219 -1.158
O 0.897 1.061 -0.768
O 6.149 -0.349 -5.301
O 1.418 -1.031 -1.212
O 2.816 4.578 -3.498
O 4.488 4.152 -4.917
O 5.087 -1.954 -4.352
N -1.268 1.029 -3.283
N 3.664 3.781 -4.020
N 5.293 -0.768 -4.540
N 4.136 -3.058 1.358
N -1.796 2.375 -1.426
C -2.237 0.482 3.061
C 2.676 0.668 -2.314
C 0.326 -3.768 5.096
C -3.443 1.814 4.677
C -2.540 2.857 2.713
C -4.903 2.824 -1.972
C 1.447 -0.665 1.713
C 1.359 0.637 2.229
C 0.905 0.218 -5.529
C -4.989 -3.366 3.643
C 2.455 -1.479 2.250
C -5.844 -3.267 2.557
C -4.236 4.171 -2.250
C -3.241 2.952 3.906
C 4.522 1.529 -4.232
C -0.650 -1.919 3.898
C 4.358 -4.447 1.005
C 3.664 2.458 -3.617
C 3.139 0.263 3.791
C 2.725 -2.867 1.718
C 0.655 -1.528 5.888
C -3.721 -2.798 3.588
C -0.103 -1.044 4.830
C -4.158 -2.042 1.353
C 4.483 -2.203 0.231
C 0.644 -1.064 -4.740
C 3.274 -1.018 3.281
C 2.773 2.013 -2.620
C -1.709 3.718 -1.978
C 3.496 -0.274 -2.937
C 1.603 0.223 -1.360
C 4.413 0.203 -3.868
C 0.868 -2.891 6.026
C 2.179 1.106 3.246
C -2.946 0.589 4.254
C -1.683 1.185 -2.019
C -0.208 1.266 -5.488
C -2.045 1.627 2.297
C -5.425 -2.600 1.412
C -0.424 -3.288 4.032
C -0.469 1.918 -4.133
C -2.859 4.084 -2.915
C -3.297 -2.135 2.444
H -5.924 2.966 -1.613
H -3.991 1.881 5.610
H 1.075 -0.042 -6.578
H 1.829 0.681 -5.177
H 2.071 -3.068 0.862
H -2.912 3.368 -3.741
H -0.801 -3.964 3.273
H 1.471 -3.267 6.844
H -1.003 2.852 -4.297
H 5.408 -4.599 0.743
H -0.235 0.024 4.717
H 1.407 -1.810 -4.966
H -1.733 4.392 -1.120
H 0.066 2.072 -6.174
H -4.154 4.747 -1.322
H 4.328 -1.157 0.495
H -1.191 0.048 -3.510
H -2.608 5.053 -3.357
H -3.112 -0.294 4.861
H 1.100 -0.830 6.587
H 0.647 1.332 1.797
H -3.830 -1.544 0.450
H -0.741 3.870 -2.456
H 3.788 0.607 4.589
H 2.076 2.126 3.602
H -2.091 2.290 -0.469
H -5.304 -3.890 4.538
H 2.473 -3.610 2.483
H -4.892 4.751 -2.907
H -1.492 1.543 1.368
H -1.146 0.837 -5.862
H 4.115 -5.088 1.856
H -6.082 -2.527 0.553
H -6.831 -3.713 2.597
H -3.058 -2.887 4.441
H 2.137 2.730 -2.125
H 4.045 -1.679 3.663
H 5.534 -2.345 -0.028
H -0.328 -1.501 -4.995
H -4.370 2.231 -1.231
H 0.505 -4.834 5.183
H -3.628 3.909 4.236
H 0.475 2.159 -3.643
H 3.866 -2.420 -0.655
H 3.738 -4.768 0.151
H 3.409 -1.324 -2.709
H 5.224 1.860 -4.979
H -4.950 2.225 -2.885
H -2.371 3.743 2.111
H 0.686 -0.918 -3.660
```

What energy relative to the best compared isomer or geometry (same formula, charge and spin) values result from the calculations? In sequence: 3.77; 0.00 kcal per mole.